Entry 1:
{"formula": "C8H12N2OS", "method": "wB97M-V/def2-TZVPD", "species": ["O", "N", "S", "C", "C", "N", "C", "C", "C", "C", "C", "C", "H", "H", "H", "H", "H", "H", "H", "H", "H", "H", "H", "H"], "xyz": [[-0.435, 2.302, -2.099], [1.132, 2.009, -0.596], [-2.528, -1.625, -1.251], [0.042, 1.564, -1.230], [1.652, 1.280, 0.351], [1.041, 0.170, 0.832], [2.977, 1.651, 0.937], [-1.903, -2.220, 0.380], [-1.967, 0.105, -1.405], [-0.460, -1.743, 0.618], [-0.495, 0.159, -1.033], [-0.326, -0.220, 0.433], [1.543, -0.382, 1.483], [3.485, 0.823, 1.358], [3.582, 2.125, 0.124], [2.839, 2.406, 1.708], [-2.572, -1.812, 1.173], [-1.959, -3.322, 0.420], [-2.522, 0.785, -0.716], [-2.111, 0.495, -2.412], [-0.158, -1.995, 1.618], [0.196, -2.292, -0.056], [0.076, -0.537, -1.646], [-1.130, 0.274, 1.009]], "forces_ev_per_a": [[-0.34, -1.10, 0.78], [2.03, 0.15, 1.81], [-0.42, -0.54, -0.38], [-1.25, 1.29, -2.79], [-0.75, -0.35, -0.43], [-0.67, 0.67, -0.24], [-0.09, 1.29, -1.29], [-0.04, 1.13, 0.39], [0.13, 0.10, 1.16], [-0.72, 0.14, -0.30], [-0.32, 0.57, 0.57], [0.86, -1.00, -0.39], [0.18, -0.47, 0.61], [0.55, -0.89, 0.39], [-0.43, -0.47, 0.74], [-0.09, 0.06, 0.09], [0.44, -0.34, -0.45], [-0.12, 0.56, -0.34], [0.21, -0.52, -0.48], [-0.15, -0.46, -0.02], [0.10, -0.22, 0.71], [0.18, 0.24, -0.17], [0.14, 0.04, -0.14], [0.56, 0.11, 0.15]], "spin_multiplicity": 1, "smiles": "CC1=NC(=O)[C@@H]2CSCC[C@H]2N1"}

=====

Entry 2:
{"formula": "C8H12N2S", "method": "wB97M-V/def2-TZVPD", "species": ["C", "C", "C", "C", "C", "C", "C", "C", "N", "N", "S", "H", "H", "H", "H", "H", "H", "H", "H", "H", "H", "H", "H"], "xyz": [[0.968, 1.136, -0.991], [0.672, -0.522, 0.713], [2.279, 0.756, -1.087], [0.104, 0.476, -0.062], [3.896, -0.769, -0.161], [-2.167, -1.334, -0.175], [-1.296, 1.052, 0.341], [-2.303, -0.072, 0.634], [1.901, -0.805, 0.715], [2.671, -0.305, -0.213], [-3.959, 0.505, 0.020], [0.717, 2.140, -1.361], [0.045, -1.085, 1.518], [3.029, 1.264, -1.713], [4.174, -1.465, 0.619], [4.533, -0.348, -0.922], [-1.418, -1.983, 0.203], [-1.742, -1.239, -1.207], [-3.114, -2.023, -0.216], [-1.051, 1.605, 1.334], [-1.746, 1.636, -0.463], [-2.303, -0.378, 1.709], [-3.892, 1.758, 0.768]], "forces_ev_per_a": [[-0.02, 0.32, 1.70], [-3.96, 0.56, 1.37], [-0.61, -0.46, 0.38], [-1.14, 1.27, -0.76], [0.72, 0.50, -1.09], [-0.52, -2.08, -1.70], [2.09, -0.97, 1.10], [-1.13, -0.18, -0.05], [1.01, -2.16, 1.28], [2.31, 0.98, -1.15], [0.35, 2.16, 2.22], [-0.26, -0.77, -0.43], [1.21, 1.19, -1.40], [-0.33, -0.63, 0.63], [-0.13, 0.16, -0.33], [0.45, -0.27, 0.23], [0.71, -0.68, 0.94], [-0.94, 0.59, 0.54], [1.48, 1.63, 0.08], [-1.04, -0.30, -1.82], [0.52, 0.43, 0.32], [-0.36, 0.56, -0.77], [-0.39, -1.86, -1.27]], "spin_multiplicity": 1}

=====

Relative energy (zero: lowest compared OMol25 entry of this formula, charge and spin) per entry: 8.5; 88.6 kcal per mole